[1]
57
Properties=species:S:1:pos:R:3 method="wB97M-V/def2-TZVPD" total_charge=+1 spin_multiplicity=2 homo_lumo_gap_ev="7.1 / 1.9" e_homo_ev="-11.02 / -11.01"
Na 12.610 19.011 -0.496
Na 18.844 15.274 0.467
Na 16.049 19.434 2.035
C 14.930 16.709 -1.879
F 15.521 17.790 -2.470
F 13.623 16.898 -2.055
F 15.364 15.644 -2.493
S 15.349 16.750 0.106
O 16.810 16.824 0.352
O 14.633 17.935 0.654
O 14.782 15.486 0.600
C 13.873 20.297 -4.872
F 14.351 19.060 -4.830
F 14.429 20.994 -5.893
F 12.570 20.333 -5.136
S 13.949 21.181 -3.193
O 12.939 22.258 -3.254
O 13.682 20.210 -2.138
O 15.281 21.754 -3.274
C 9.341 15.703 0.222
F 8.841 16.215 -0.929
F 9.171 16.570 1.191
F 8.789 14.485 0.563
S 11.250 15.472 0.029
O 11.692 16.860 -0.178
O 11.726 14.929 1.306
O 11.339 14.563 -1.169
O 15.043 12.999 -0.434
H 15.980 12.952 -0.627
H 14.878 13.927 -0.270
O 17.733 14.001 -1.435
H 17.676 14.491 -2.255
H 17.922 13.103 -1.705
O 16.082 20.623 -0.215
H 16.439 21.500 -0.356
H 15.890 20.298 -1.095
O 17.134 17.572 3.172
H 17.906 17.765 2.640
H 16.994 16.632 3.060
O 17.109 14.463 1.916
H 16.289 14.830 1.586
H 16.930 13.528 2.015
O 12.419 13.968 -3.690
H 12.367 14.417 -2.846
H 11.570 13.537 -3.785
O 18.185 16.166 -3.627
H 18.768 16.574 -4.267
H 17.381 15.986 -4.115
O 18.404 19.469 -0.978
H 18.180 18.577 -0.712
H 18.156 20.012 -0.229
O 15.600 13.941 -4.717
H 16.301 13.565 -5.250
H 15.638 13.454 -3.893
O 13.831 14.338 4.127
H 13.605 15.060 4.714
H 14.047 14.762 3.297

[2]
30
Properties=species:S:1:pos:R:3 method="wB97M-V/def2-TZVPD" smiles=CO.CO.CO.O.O.O.O total_charge=0 e_above_lowest_kcal_mol=152.7 homo_lumo_gap_ev=9.5 e_homo_ev=-9.66
C -2.784 1.231 -0.767
O -1.604 1.126 -0.021
H -3.030 0.355 -1.367
H -3.605 1.143 -0.055
H -2.835 2.123 -1.390
H -1.638 0.381 0.583
C -0.315 -1.866 -0.789
O 0.185 -1.718 0.473
H -0.038 -2.845 -1.180
H -1.403 -1.914 -0.760
H 0.023 -1.055 -1.434
H -0.590 -2.033 0.942
C 2.081 -0.878 -2.071
O 1.792 -0.858 -0.678
H 3.001 -1.356 -2.407
H 1.208 -1.486 -2.308
H 2.145 0.172 -2.358
H 1.523 0.052 -0.530
O 1.535 3.049 0.016
H 1.013 2.265 -0.158
H 1.543 3.125 0.970
O -0.975 1.881 2.341
H -1.842 2.136 2.027
H -1.123 1.580 3.238
O 0.803 0.644 0.638
H 0.032 0.976 1.098
H 0.553 -0.237 0.357
O 1.772 -1.827 2.000
H 1.096 -1.440 1.444
H 1.476 -2.726 2.147

[3]
33
Properties=species:S:1:pos:R:3 method="wB97M-V/def2-TZVPD" total_charge=-1 e_above_lowest_kcal_mol=0.0 homo_lumo_gap_ev=8.0 e_homo_ev=-4.71
C -0.547 0.435 2.172
N -0.157 1.255 0.975
C 0.913 0.771 0.050
O 2.049 0.453 0.708
C -0.614 -1.055 1.823
N -1.896 -1.440 1.236
H 0.254 0.672 2.905
H -1.492 0.884 2.499
H 0.123 2.187 1.304
H 0.362 -0.001 -0.490
H 1.132 1.689 -0.575
H 0.213 -1.160 1.103
H -0.554 -1.571 2.800
H -2.664 -1.203 1.875
H -2.097 -0.945 0.358
H 1.825 -0.513 2.134
H 2.791 -1.238 3.219
O 1.994 -1.353 2.707
H -0.079 -2.153 -1.213
H 1.350 -1.822 -1.359
O 0.522 -1.881 -1.917
H 2.467 -0.904 0.275
H 2.685 -2.359 0.696
O 2.725 -1.842 -0.104
H -0.015 -0.484 -2.987
H -1.069 -1.051 -3.949
O -0.612 -0.158 -3.742
H -1.784 1.011 -1.273
H -1.562 0.999 -2.884
O -1.932 1.462 -2.100
H -1.801 3.771 -2.853
H -1.147 3.475 -1.340
O -1.386 4.070 -2.054

Number 1: molar mass 696.327 g mol⁻¹. Number 2: molar mass 168.186 g mol⁻¹. Number 3: molar mass 197.208 g mol⁻¹.